Entry 1:
2 unconnected molecules or ions with the total composition C3H9IN2 at a distorted geometry. Source: OMol25; level of theory: the ωB97M-V functional and the def2-TZVPD basis.

Structure (XYZ):
```
15
Properties=species:S:1:pos:R:3:forces:R:3
C 1.844 -0.924 1.106 3.2 -0.4 -0.3
N 0.671 -0.655 0.266 -0.5 -1.2 1.2
N 0.419 0.472 -0.123 0.9 0.7 -0.7
C 1.448 1.510 0.089 -3.4 1.3 -2.0
H 1.851 -2.009 1.461 -0.3 1.6 -0.6
H 2.837 -0.796 0.421 -2.1 -0.4 1.6
H 2.014 -0.248 2.020 -0.6 -0.7 -1.4
H 2.427 1.213 0.054 2.3 -0.7 0.4
H 1.252 2.295 -0.661 0.3 -0.7 -0.6
H 1.093 2.119 0.855 0.1 0.5 2.5
C -3.062 -0.612 -1.228 0.7 -2.1 -1.0
I -4.512 -0.005 0.150 -0.4 0.0 -0.1
H -3.070 -1.703 -1.504 -0.7 0.9 0.7
H -2.134 -0.522 -0.700 0.6 0.6 -0.1
H -3.078 -0.135 -2.208 -0.1 0.6 0.5
```
Positions in Å, forces in eV/Å.

Results
- Kohn-Sham gap: 9.694 eV
- Relative energy (zero: lowest compared OMol25 entry of this formula, charge and spin): 217.3 kJ/mol
- Total charge: 0

Mulliken population analysis, charges in e, atoms 1 to 8:
1 C -0.716
2 N -0.173
3 N -0.076
4 C -0.896
5 H 0.262
6 H 0.280
7 H 0.297
8 H 0.342

***

Entry 2:
A molecular structure, C3H9MoNO2 at a distorted geometry. Source: OMol25; level of theory: the ωB97M-V functional and the def2-TZVPD basis.

Structure (XYZ):
```
16
Properties=species:S:1:pos:R:3:forces:R:3
Mo 0.019 -0.021 -0.381 1.2 -2.5 2.1
C 0.279 -0.044 -3.641 0.7 -0.5 -1.0
H 1.350 0.097 -3.715 0.2 0.0 0.2
H 0.019 -1.058 -3.933 0.0 -0.2 0.4
H -0.183 0.620 -4.366 -0.4 0.4 0.6
H -0.060 0.144 -2.587 -0.4 0.3 0.4
H -1.556 0.617 -0.696 0.6 -0.6 0.7
N 0.817 0.781 1.473 0.1 2.2 -1.2
C 0.875 0.058 2.764 -0.1 0.0 -0.4
C 0.768 -1.384 2.305 0.0 -1.8 6.1
O 0.853 -2.261 3.165 -0.1 1.5 -2.9
O 0.507 -1.619 1.055 -1.8 1.7 -4.3
H 1.783 1.068 1.336 0.3 0.2 -0.7
H 0.319 1.667 1.563 -0.1 0.4 0.4
H 1.853 0.239 3.238 -0.4 -0.1 -0.1
H 0.094 0.462 3.436 0.2 -0.9 -0.3
```
Positions in Å, forces in eV/Å.

Results
- <S²>: 2.286
- Kohn-Sham gap (alpha / beta): 4.544 / 6.630 eV
- 2S+1: 3
- Total charge: +2

Mulliken population analysis, charges in e, atoms 1 to 8:
1 Mo 0.976
2 C -0.129
3 H 0.366
4 H 0.364
5 H 0.316
6 H -0.346
7 H 0.307
8 N -0.696

***

Entry 3:
2 unconnected molecules or ions with the total composition C3H9N at a distorted geometry. Source: OMol25; level of theory: the ωB97M-V functional and the def2-TZVPD basis.

Structure (XYZ):
```
13
Properties=species:S:1:pos:R:3:forces:R:3
C 3.001 -2.066 -2.128 0.3 2.6 -0.9
N 2.678 -1.414 -3.227 0.2 -1.9 3.1
H 2.851 -1.486 -1.099 0.3 -1.5 -2.2
H 3.623 -3.012 -2.147 -1.1 0.8 0.2
H 2.849 -2.024 -4.021 0.3 0.0 -0.2
C -1.704 1.915 1.159 0.7 -0.3 1.3
C -2.050 0.656 2.036 0.3 0.0 -0.6
H -2.308 2.020 0.265 -0.5 -0.2 0.0
H -0.672 1.681 0.751 -0.9 1.2 0.8
H -1.894 2.861 1.778 1.1 -1.2 -1.0
H -1.155 0.109 2.402 -0.3 0.8 0.1
H -2.741 0.825 2.873 0.2 0.1 -0.4
H -2.479 -0.064 1.358 -0.6 -0.4 -0.1
```
Positions in Å, forces in eV/Å.

Results
- Kohn-Sham gap: 11.396 eV
- Relative energy (zero: lowest compared OMol25 entry of this formula, charge and spin): 172.1 kJ/mol
- Total charge: 0

Mulliken population analysis, charges in e, atoms 1 to 8:
1 C -0.208
2 N -0.461
3 H 0.211
4 H 0.215
5 H 0.243
6 C -0.684
7 C -0.792
8 H 0.260

***

Which value of total charge does entry 1 give? 0